No. 1
20
Properties=species:S:1:pos:R:3:forces:R:3 method="wB97M-V/def2-TZVPD" total_energy_ev=-15713.45169 mol_weight_g_mol=165.17 de_lowest_kj_mol=508.44 homo_energy_ev=-9.301
O 4.38452 -0.72741 0.15683 1.2 -0.5 0.8
C 3.38318 -0.37407 -0.37257 -0.7 1.3 -1.4
N 2.11170 -0.76737 -0.06318 -2.0 -0.5 -0.7
C 1.01205 -0.39198 0.45127 0.3 0.7 0.1
C 0.91841 0.79193 1.34879 -0.6 0.6 -1.4
C 0.12812 1.79265 0.91752 -0.1 0.6 1.2
C -0.67558 1.67502 -0.27840 0.5 -0.2 -0.4
C -0.89254 0.48930 -0.79476 -0.5 -1.7 -2.3
C -0.41661 -0.71020 0.03209 -2.4 -1.6 -1.7
C -1.12256 -2.06735 -0.36471 -0.3 2.3 1.0
C -1.73214 -1.23804 0.78696 3.1 -1.6 -0.6
F -2.90045 -0.64878 0.55324 -0.6 0.8 0.2
H 3.45718 0.27490 -1.35142 -0.7 -0.9 1.5
H 1.59517 0.82220 2.15159 0.6 0.4 1.1
H -0.01417 2.74990 1.42850 0.6 -0.4 0.2
H -1.00314 2.51247 -0.83248 -0.2 1.1 -0.2
H -1.36751 0.37443 -1.87757 0.8 0.0 2.7
H -1.69925 -2.12026 -1.34730 1.1 -0.2 1.6
H -0.67454 -2.87354 0.18696 0.3 -0.9 -1.0
H -1.61190 -1.69146 1.80395 -0.4 0.7 -0.9

No. 2
85
Properties=species:S:1:pos:R:3:forces:R:3 method="wB97M-V/def2-TZVPD" total_charge=-1 total_energy_ev=-145495.27224 mol_weight_g_mol=919.82 homo_energy_ev=-4.030
C -2.98053 -3.80128 1.26803 0.0 0.3 0.1
C -3.18776 -3.92422 -0.27688 0.6 -1.3 0.3
O -2.79470 -4.95601 -0.77659 -0.1 0.8 0.3
N -3.74600 -2.92999 -1.17119 0.9 0.1 -0.2
C -2.93436 -1.74809 -1.41796 0.6 0.6 0.6
N -5.11872 -2.77583 -1.18179 -1.4 1.4 2.2
C -5.89934 -4.02772 -1.36894 -3.3 -3.3 -4.8
O -6.20681 -4.79899 -0.44835 1.5 1.6 1.5
O -6.30690 -4.26719 -2.57416 1.7 1.8 2.1
C -5.67246 -1.96481 -0.16647 -1.2 -0.2 1.3
O -5.10312 -1.37925 0.73636 0.8 -0.3 -1.0
O -7.06859 -1.81937 -0.21095 0.9 -0.7 -0.9
H -3.51766 -4.67040 1.74005 0.5 0.9 -0.5
H -1.87865 -3.93034 1.47052 -1.1 0.1 -0.3
H -3.30977 -2.83600 1.71993 0.1 -0.8 -0.5
H -3.36732 -1.05144 -2.18286 0.3 -1.2 0.6
H -2.78523 -1.13538 -0.47803 -0.2 -0.4 -0.8
H -1.90601 -2.08130 -1.73811 -1.1 0.3 0.1
H -7.43764 -2.27797 0.58866 0.7 0.6 -1.0
C -5.86871 -2.64757 4.93446 -0.3 0.4 0.1
C -6.74804 -3.81235 5.35185 0.4 -0.3 0.2
O -7.44220 -4.19163 4.16479 0.0 0.6 -0.3
S -6.48909 -3.91731 2.88369 0.4 -0.2 -0.2
O -5.85404 -5.13288 2.53241 -0.2 0.4 0.1
O -7.21727 -3.12285 1.95521 -0.1 -0.8 1.2
O -5.40517 -2.97738 3.62720 -0.3 -0.5 0.1
H -6.44525 -1.72092 4.86833 0.0 0.0 0.1
H -5.02705 -2.50242 5.61029 0.1 -0.1 -0.2
H -7.45113 -3.54224 6.13807 -0.2 0.0 -0.2
H -6.14636 -4.66481 5.67960 0.0 0.1 0.1
C 1.31629 0.27318 -1.12952 0.3 0.1 -0.1
C 0.99152 1.68325 -1.58165 -0.2 0.1 0.6
O 0.47549 1.53437 -2.90745 0.2 -0.6 -0.2
S -0.30803 0.12294 -3.01548 -0.1 0.2 0.4
O -1.69893 0.37187 -2.83726 0.7 -0.1 -0.4
O 0.21209 -0.59403 -4.12896 -0.3 0.3 0.1
O 0.26575 -0.54174 -1.65963 -0.4 0.5 -0.4
H 2.26221 -0.07045 -1.55477 0.0 0.0 0.1
H 1.35486 0.18760 -0.04848 -0.2 -0.2 -0.1
H 1.86485 2.33165 -1.57943 -0.1 0.0 -0.2
H 0.20816 2.12715 -0.96119 0.1 0.0 0.0
C 6.33517 1.67139 -0.27186 0.7 0.0 0.0
C 6.20270 0.24253 -0.75698 -0.3 0.2 -0.5
O 5.68402 -0.47729 0.36381 -0.1 0.4 0.6
S 4.72695 0.49872 1.22330 0.6 0.3 -0.6
O 3.37672 0.25772 0.83836 0.4 0.1 0.6
O 5.15656 0.46992 2.58022 -0.4 -0.2 -0.2
O 5.19405 1.89245 0.56106 -0.4 -0.7 0.1
H 7.23232 1.80059 0.33896 0.0 0.0 -0.1
H 6.35168 2.38439 -1.09482 -0.2 0.0 0.2
H 7.15333 -0.17809 -1.07879 -0.1 -0.1 0.3
H 5.47779 0.16695 -1.57243 0.1 0.0 0.0
C 4.29331 4.37434 -4.40364 -0.6 0.1 -0.3
C 4.32588 5.82682 -3.96789 0.5 0.1 -0.4
O 4.07412 5.79316 -2.56042 -0.1 -0.7 0.2
S 4.69186 4.43611 -1.94346 -0.3 0.5 -0.6
O 5.97065 4.73466 -1.39212 -0.3 -0.3 0.1
O 3.67344 3.77206 -1.20858 0.4 0.2 0.1
O 4.91654 3.65152 -3.33712 0.2 0.4 0.5
H 3.26678 4.01397 -4.50562 0.0 0.0 0.0
H 4.82791 4.21119 -5.33783 0.1 -0.1 0.2
H 3.57804 6.43079 -4.47785 -0.1 0.0 0.3
H 5.31513 6.26535 -4.12416 0.0 0.0 -0.1
C -7.00458 1.13283 -3.08713 -0.2 -0.7 -0.1
C -5.71802 0.53938 -2.55361 -0.2 0.1 0.7
O -4.76483 0.72020 -3.60820 -0.4 0.5 -0.7
S -5.11145 2.07439 -4.40743 -0.1 -0.7 0.7
O -4.28422 3.12192 -3.90602 -0.2 0.0 -0.5
O -5.20166 1.76994 -5.79505 0.3 0.3 0.2
O -6.60265 2.29277 -3.82690 0.7 0.2 0.0
H -7.50208 0.44490 -3.77466 0.0 0.0 0.1
H -7.69303 1.40816 -2.29021 0.1 0.2 -0.1
H -5.82125 -0.51505 -2.30262 0.2 0.0 -0.3
H -5.36197 1.08899 -1.67786 0.0 -0.1 0.0
C 8.86703 0.27509 5.75047 0.0 0.3 0.5
C 7.85616 1.29022 5.25226 -0.5 -0.5 -0.2
O 8.61009 2.18131 4.42539 0.8 -0.2 0.0
S 9.80408 1.36157 3.71260 -0.5 -0.1 0.4
O 9.38064 1.00157 2.40153 0.4 0.1 0.2
O 11.02858 2.03882 3.96485 -0.3 -0.1 -0.3
O 9.73971 0.04232 4.64221 -0.2 0.4 -0.5
H 9.46191 0.67894 6.57380 0.0 0.0 0.0
H 8.39657 -0.65454 6.06636 0.1 -0.1 -0.2
H 7.37599 1.83270 6.06435 0.2 0.2 -0.1
H 7.09171 0.81646 4.63035 0.0 0.0 0.1

No. 3
16
Properties=species:S:1:pos:R:3:forces:R:3 method="wB97M-V/def2-TZVPD" total_energy_ev=-10440.05401 smiles="C[C@@]1(O)[C@@H]2C=C[C@H]1O2" mol_weight_g_mol=112.13 de_lowest_kj_mol=643.78 homo_energy_ev=-9.030
C -1.81163 -0.61043 0.06114 0.4 -2.0 -3.2
C -0.42293 0.06346 -0.00279 -4.4 2.7 -2.3
O -0.94412 1.46205 -0.22490 0.2 -0.9 0.6
C 0.53925 -0.11621 1.10591 2.2 -1.5 0.2
C 1.70536 0.64880 0.63211 3.5 5.6 -3.0
C 1.84118 0.40707 -0.76521 -1.3 -0.8 5.0
C 0.76887 -0.60260 -0.91055 -3.3 -1.8 1.0
O 0.84944 -1.41009 0.35739 0.7 -0.2 0.5
H -2.49737 -0.08469 -0.77078 1.4 -1.2 1.9
H -2.19443 -0.32520 1.11322 0.1 -1.8 -1.6
H -1.60997 -1.75371 -0.57330 -1.3 2.8 3.2
H -1.92393 1.33334 -0.05894 2.0 0.8 -0.4
H 0.50963 -0.10814 2.24203 -0.9 -0.5 -1.6
H 2.20032 1.76098 1.11812 -1.5 -4.0 -1.2
H 2.51265 0.66025 -1.51272 1.1 0.9 -0.9
H 0.47767 -1.32487 -1.81075 1.0 2.0 1.8